Arrangement w

The following is a DFT calculation (ωB97M-V/def2-TZVPD) of one molecule with the formula C5H6ClNO.

Computed properties:
- SMILES = C[C@H]1[C@H](Cl)[C@@]1(O)C#N
- HOMO-LUMO gap (eV) = 10.938

Last column: Mulliken charge in e.
CARTESIAN COORDINATES (ANGSTROEM)
Cl 0.947 2.141 -1.584  -0.24
O 1.852 0.239 1.063  -0.54
N -0.904 0.564 2.770  -0.41
C -0.130 1.088 -0.489  -0.47
C -0.881 -1.437 -0.749  -1.10
C 0.190 -0.397 -0.625  -0.08
C 0.539 0.359 0.573  0.93
C -0.318 0.550 1.804  0.06
H -1.201 1.438 -0.415  0.35
H -0.681 -2.146 0.231  0.24
H -1.963 -0.864 -0.586  0.19
H 2.388 1.106 0.924  0.37
H -0.983 -1.950 -1.733  0.38
H 1.145 -0.691 -1.184  0.33

=====

Arrangement x

The following is a DFT calculation (ωB97M-V/def2-TZVPD) of one molecule with the formula C5H6ClNO.

Computed properties:
- SMILES = [O-][N+]#CCC/C=C/Cl
- HOMO-LUMO gap (eV) = 9.919

Last column: Mulliken charge in e.
CARTESIAN COORDINATES (ANGSTROEM)
Cl -0.736 -1.518 3.375  -0.17
O 0.140 3.066 2.486  -0.70
N 0.462 2.322 1.598  0.61
C 0.785 0.872 -0.446  -0.77
C -0.144 -0.849 1.929  -0.22
C 0.768 1.744 0.667  0.04
C -0.774 -0.841 0.734  -0.22
C -0.538 0.023 -0.468  -0.40
H -0.470 -0.489 -1.531  0.28
H 1.776 0.414 -0.406  0.31
H -1.341 0.717 -0.588  0.32
H 1.073 1.452 -1.461  0.33
H 0.881 -0.510 2.054  0.32
H -1.805 -1.195 0.580  0.27

=====

Going by the energies, arrangement w is most stable and the next is 1.256 eV up.

=====

Arrangement w

The following is a DFT calculation (ωB97M-V/def2-TZVPD) of one molecule with the formula CH6N2.

Computed properties:
- SMILES = NCN
- HOMO-LUMO gap (eV) = 10.088

Last column: Mulliken charge in e.
CARTESIAN COORDINATES (ANGSTROEM)
N 0.079 1.007 0.796  -0.56
N -0.398 -0.899 -0.736  -0.49
C 0.532 0.066 -0.228  -0.35
H 0.911 0.681 -1.045  0.26
H -0.794 1.437 0.621  0.20
H -0.413 -1.783 -0.262  0.20
H -1.309 -0.591 -1.036  0.18
H 0.017 0.546 1.686  0.22
H 1.376 -0.464 0.203  0.34

=====

Arrangement x

The following is a DFT calculation (ωB97M-V/def2-TZVPD) of a 2-piece molecular cluster, CH6N2 overall.

Computed properties:
- SMILES = C=N.N
- HOMO-LUMO gap (eV) = 10.847

Last column: Mulliken charge in e.
CARTESIAN COORDINATES (ANGSTROEM)
N -1.901 0.065 -0.295  -0.51
N 2.144 0.917 0.080  -0.57
C -2.058 -1.145 -0.011  -0.23
H -2.906 -1.585 0.522  0.24
H 1.924 0.833 -0.892  0.20
H 3.125 0.841 0.343  0.18
H 1.663 1.576 0.597  0.19
H -1.110 -1.747 0.111  0.18
H -0.882 0.243 -0.454  0.33

=====

Arrangement y

The following is a DFT calculation (ωB97M-V/def2-TZVPD) of a 2-piece molecular cluster, CH6N2 overall.

Computed properties:
- SMILES = C=N.N
- HOMO-LUMO gap (eV) = 11.326

Last column: Mulliken charge in e.
CARTESIAN COORDINATES (ANGSTROEM)
N 0.629 0.048 -1.759  -0.48
N -1.694 0.126 1.214  -0.73
C 1.148 -0.390 -0.694  -0.34
H -1.162 0.774 1.791  0.23
H 0.825 -1.284 -0.161  0.33
H 0.910 1.021 -1.882  0.26
H -1.387 0.313 0.258  0.27
H -1.193 -0.756 1.368  0.24
H 1.924 0.148 -0.134  0.22

=====

Going by the energies, arrangement w is most stable and the next is 0.761 eV up.

=====

Arrangement w

The following is a DFT calculation (ωB97M-V/def2-TZVPD) of a 2-piece molecular cluster, CH6N2 overall.

Computed properties:
- SMILES = C=N.N
- HOMO-LUMO gap (eV) = 10.992

Last column: Mulliken charge in e.
CARTESIAN COORDINATES (ANGSTROEM)
N 1.842 -0.880 -0.833  -0.48
N -2.157 0.560 0.177  -0.62
C 1.915 0.103 -0.034  -0.26
H 1.529 0.027 0.983  0.22
H -3.066 0.586 -0.259  0.21
H 1.291 -1.630 -0.407  0.25
H -1.523 0.002 -0.373  0.20
H 2.400 1.009 -0.378  0.26
H -2.232 0.223 1.123  0.21

=====

Arrangement x

The following is a DFT calculation (ωB97M-V/def2-TZVPD) of a 2-piece molecular cluster, CH6N2 overall.

Computed properties:
- HOMO-LUMO gap (spin up / spin down) (eV) = 8.816 / 8.800

Last column: Mulliken charge in e.
CARTESIAN COORDINATES (ANGSTROEM)
N -0.609 0.906 -0.717  -0.82
N 2.199 -0.471 1.572  -0.34
C 1.099 -0.947 0.929  -0.13
H -0.302 1.413 -1.554  0.22
H 0.171 -1.425 1.589  0.20
H -1.083 1.439 0.045  0.25
H 0.545 -0.073 0.436  0.15
H 1.492 -1.738 0.223  0.21
H -1.344 0.309 -1.096  0.25

=====

Going by the energies, arrangement w is most stable and the next is 3.532 eV up.

=====

Arrangement w

The following is a DFT calculation (ωB97M-V/def2-TZVPD) of a 2-piece molecular cluster, C5H11N2 overall.

Computed properties:
- HOMO-LUMO gap (eV) = 10.146
- total charge = +1

Last column: Mulliken charge in e.
CARTESIAN COORDINATES (ANGSTROEM)
N -2.085 -0.915 -0.130  -0.34
N -2.140 1.312 0.106  -0.33
C 1.099 -1.642 0.077  -1.51
C 1.345 1.042 0.619  -0.82
C 1.260 0.902 -0.879  -0.52
C 0.839 -0.181 0.117  1.16
C -1.422 0.194 0.092  0.33
H -1.641 -1.790 -0.329  0.19
H 0.574 1.451 -1.534  0.20
H 2.079 0.706 -1.535  0.28
H -3.063 -1.022 -0.423  0.24
H 0.618 -2.246 -0.669  0.31
H 2.110 -1.677 0.211  0.46
H 0.597 -1.998 1.067  0.37
H -3.114 1.375 -0.080  0.21
H 2.310 1.132 0.928  0.31
H -1.574 2.133 -0.026  0.25
H 0.814 1.810 1.134  0.22

=====

Arrangement x

The following is a DFT calculation (ωB97M-V/def2-TZVPD) of an isolated ion of composition C5H11N2 and charge +1.

Computed properties:
- HOMO-LUMO gap (spin up / spin down) (eV) = 7.831 / 7.830
- total charge = +1

Last column: Mulliken charge in e.
CARTESIAN COORDINATES (ANGSTROEM)
N 1.023 -0.416 0.450  -0.19
N -1.766 0.711 -0.170  -0.15
C -2.034 -0.603 -0.007  0.15
C -1.290 -1.691 -0.125  -0.33
C 2.022 -0.569 -0.590  -1.22
C 0.460 0.894 0.749  -0.72
C -0.480 1.317 -0.372  -0.54
H -3.175 -1.020 -0.028  0.29
H 2.101 -1.682 -0.909  0.29
H 2.977 -0.380 -0.300  0.47
H -0.234 0.873 -1.256  0.42
H -2.543 1.323 0.109  0.28
H 1.381 -1.074 1.087  0.30
H 1.377 1.504 0.877  0.38
H -1.181 -2.569 0.526  0.34
H 1.890 0.011 -1.404  0.46
H -0.052 0.906 1.637  0.46
H -0.474 2.464 -0.277  0.32

=====

Going by the energies, arrangement w is most stable and the next is 1.663 eV up.

=====

Arrangement w

The following is a DFT calculation (ωB97M-V/def2-TZVPD) of C5H11N2 as an isolated structure.

Computed properties:
- HOMO-LUMO gap (eV) = 10.269
- total charge = +1

Last column: Mulliken charge in e.
CARTESIAN COORDINATES (ANGSTROEM)
N 1.487 -1.231 -0.293  -0.62
N -1.109 -1.691 0.281  -0.26
C 1.190 1.024 1.043  -0.41
C -0.685 -0.495 0.035  0.01
C 1.151 1.334 -0.422  -0.48
C -2.258 0.588 -0.418  -0.87
C 0.684 -0.064 -0.015  0.55
H 1.702 -1.219 -1.314  0.26
H 0.666 1.683 1.890  0.29
H -1.844 1.531 -0.837  0.28
H 2.052 0.362 1.430  0.23
H 0.354 2.002 -0.766  0.18
H 2.229 -1.313 0.309  0.24
H -2.814 0.648 0.638  0.34
H -0.312 -2.396 0.540  0.34
H -2.655 -0.056 -1.180  0.42
H 2.149 1.374 -0.938  0.28
H -1.986 -2.078 0.018  0.24

=====

Arrangement x

The following is a DFT calculation (ωB97M-V/def2-TZVPD) of a 2-piece molecular cluster, C5H11N2 overall.

Computed properties:
- HOMO-LUMO gap (spin up / spin down) (eV) = 8.370 / 8.370
- total charge = +1

Last column: Mulliken charge in e.
CARTESIAN COORDINATES (ANGSTROEM)
N -0.344 0.509 1.724  -0.34
N 1.537 -0.157 0.502  -0.20
C -1.503 -0.226 -1.333  0.40
C -1.950 0.992 -1.829  -0.73
C -1.234 -1.439 -1.550  -0.55
C 2.576 -0.140 1.584  -0.84
C 0.171 -0.020 0.665  0.08
H 0.206 0.894 2.611  0.21
H 3.564 0.178 1.042  0.29
H -1.171 1.772 -1.754  0.29
H -2.746 1.276 -1.180  0.30
H -1.699 -1.952 -2.381  0.29
H 1.879 -0.655 -0.284  0.28
H -1.234 0.881 1.718  0.23
H -2.310 0.713 -2.948  0.33
H 2.773 -1.156 1.963  0.28
H 2.284 0.616 2.301  0.32
H -0.801 -2.084 -0.851  0.37

=====

Arrangement y

The following is a DFT calculation (ωB97M-V/def2-TZVPD) of a 2-piece molecular cluster, C5H11N2 overall.

Computed properties:
- HOMO-LUMO gap (eV) = 4.606
- total charge = +1

Last column: Mulliken charge in e.
CARTESIAN COORDINATES (ANGSTROEM)
N -2.311 0.997 0.013  -0.49
N 2.543 -0.839 0.283  -0.44
C -0.006 0.010 0.633  -0.91
C -2.993 0.384 0.980  -0.25
C 1.037 -0.392 -1.818  -0.56
C 1.572 0.281 0.486  -0.34
C 0.486 0.436 -0.757  0.21
H 0.030 1.447 -0.889  0.42
H -0.069 -1.021 0.942  0.41
H 2.146 -1.104 -0.827  0.29
H -4.038 0.824 0.966  0.28
H -0.200 0.826 1.328  0.38
H 1.636 0.189 -2.534  0.35
H 0.540 -1.331 -2.083  0.35
H 2.413 -1.514 1.081  0.33
H -2.183 -0.191 -0.086  0.30
H -2.716 -0.260 1.832  0.24
H 2.116 1.257 0.450  0.43

=====

Going by the energies, arrangement w is most stable and the next is 1.207 eV up.

=====

Arrangement w

The following is a DFT calculation (ωB97M-V/def2-TZVPD) of a 2-piece molecular cluster, C5H11N2 overall.

Computed properties:
- HOMO-LUMO gap (eV) = 7.634
- total charge = +1

Last column: Mulliken charge in e.
CARTESIAN COORDINATES (ANGSTROEM)
N 0.841 3.357 -0.365  -0.29
N 0.713 -0.934 0.947  0.00
C 1.641 -0.412 1.810  -0.49
C 0.282 4.602 0.248  -0.76
C 0.960 0.370 2.727  -0.41
C -0.544 -0.505 1.286  -0.51
C -0.417 0.312 2.396  -0.35
H 1.011 5.047 0.946  0.33
H -0.642 4.373 0.805  0.33
H 1.416 0.925 3.547  0.39
H -1.238 0.812 2.910  0.41
H -1.419 -0.814 0.715  0.39
H 1.713 3.568 -0.892  0.39
H 0.156 2.934 -1.024  0.38
H 0.928 -1.554 0.162  0.22
H 2.702 -0.639 1.704  0.38
H 0.046 5.343 -0.534  0.34
H 1.065 2.656 0.369  0.25

=====

Arrangement x

The following is a DFT calculation (ωB97M-V/def2-TZVPD) of a 2-piece molecular cluster, C5H11N2 overall.

Computed properties:
- HOMO-LUMO gap (eV) = 7.742
- total charge = +1

Last column: Mulliken charge in e.
CARTESIAN COORDINATES (ANGSTROEM)
N -1.544 0.774 -0.137  0.32
N -1.019 -0.286 0.143  -0.30
C 2.466 -0.340 0.008  0.25
C -0.673 -1.308 -0.776  -0.49
C 1.952 0.748 -0.420  -0.37
C -1.749 1.680 0.880  -0.74
C 2.872 -1.518 0.431  -0.67
H -1.898 1.030 -1.087  0.32
H 2.589 1.572 -0.595  0.34
H -1.138 -1.322 -1.821  0.38
H -2.744 2.115 1.079  0.33
H -1.460 1.216 1.782  0.33
H 2.913 -2.411 -0.304  0.26
H 0.894 0.905 -0.262  -0.02
H 3.093 -1.702 1.387  0.31
H -0.836 -2.235 -0.177  0.32
H 0.358 -1.443 -0.656  0.10
H -1.161 2.539 0.641  0.34

=====

Going by the energies, arrangement w is most stable and the next is 4.658 eV up.